Formula: C24H30AsN5O8SV
Source: the Open Molecules 2025 dataset
Level of theory: ωB97M-V/def2-TZVPD

Properties
Frontier orbital gap (alpha / beta) (eV): 7.285 / 6.081
HOMO (alpha / beta) (hartree): -0.2544 / -0.2099
Relative energy (zero: lowest compared OMol25 entry of this formula, charge and spin) (kJ/mol): 12.91
Total charge: 0
⟨S²⟩: 0.83
Lowest unoccupied orbital energy (alpha / beta) (eV): 0.36 / 0.37
Energy (eV): -146567.393
Spin multiplicity: 2

The geometry in XYZ format:
```
70
Properties=species:S:1:pos:R:3:forces:R:3:lowdin_charge:R:1
H 4.0408 -3.6418 -3.0362 0.013 -0.118 0.018 0.112
C 4.3106 -1.5747 -2.5984 -0.068 0.172 -0.044 -0.031
H -0.6480 -1.9073 -2.2512 0.007 0.065 0.013 0.104
C 1.7814 -1.0257 0.7521 -0.014 0.297 -0.043 -0.030
N 2.5396 1.8927 -1.3814 -0.234 0.540 -0.354 0.159
O -4.1140 -1.6303 -0.6629 -1.060 0.393 -0.257 -0.432
C 3.3130 -0.0337 -4.1381 0.041 -0.021 0.076 -0.020
C -1.9415 0.9741 6.5000 -0.071 -0.076 0.146 -0.046
C 4.0190 -0.2687 -2.9661 -0.144 -0.177 -0.119 -0.260
C 2.5008 -0.2459 -0.1422 -0.199 0.096 0.007 0.003
V -1.8263 0.9984 1.1880 -0.879 -0.841 1.773 0.759
As -2.6370 -1.1498 -0.2496 0.331 -3.607 -1.663 0.877
H 0.2952 -0.3766 6.0118 0.063 0.023 -0.055 0.094
C 2.8575 -1.0965 -4.8994 0.221 -0.029 -0.022 -0.065
O -3.4822 3.1521 -1.4595 0.135 -0.293 0.176 -0.230
O -2.3411 -0.8841 1.3736 0.334 1.154 1.036 -0.463
H 1.4463 -3.4711 -5.3771 -0.036 -0.065 -0.044 0.082
C 1.9547 0.9856 -0.5109 -0.084 -0.670 0.572 -0.196
H 5.4675 1.0467 -2.3898 -0.230 0.096 0.037 0.155
H 2.9509 -3.5961 -6.2862 -0.017 -0.047 -0.054 0.084
C -4.0678 -0.4535 4.7845 -0.093 -0.113 0.132 -0.035
H 2.3352 -0.8915 -5.8248 -0.123 -0.044 -0.038 0.122
H -4.8292 -0.0868 5.4759 -0.026 -0.027 0.005 0.093
C 0.5675 -0.5946 1.2434 0.166 -0.613 0.357 -0.128
H 3.4473 -0.5760 -0.5252 0.030 0.014 0.038 0.075
H -1.8428 0.2195 7.2798 -0.033 -0.015 0.071 0.094
O -1.4102 1.1761 3.0854 0.067 0.110 1.597 -0.050
H -1.0294 2.9787 -2.7645 0.050 0.166 -0.162 0.126
C -0.9166 1.9091 -2.6815 -0.053 0.149 -0.066 -0.051
H 0.5363 1.6948 -4.2415 0.069 0.082 -0.060 0.109
O 4.2027 3.0672 -2.3027 0.227 0.192 -0.126 0.078
H -5.1573 1.6238 3.5451 0.031 0.009 -0.149 0.104
H -1.3715 1.8586 6.7990 0.011 0.019 0.040 0.096
C 0.0103 0.3075 5.2107 0.064 -0.061 -0.165 -0.035
H 2.0815 2.7989 -1.3853 0.223 -0.183 -0.113 0.155
C -1.6775 1.2484 -1.7343 -0.524 0.143 0.115 -0.292
C -2.0732 0.7788 4.0709 0.074 -0.013 0.599 -0.440
C -1.5849 -0.1194 -1.5572 -0.235 -0.342 0.289 -0.219
C 3.0843 -2.4120 -4.5029 0.018 0.055 0.061 -0.278
N -3.4239 0.6501 4.0972 0.428 -0.029 -0.311 -0.135
H 0.5271 1.2612 5.3539 0.017 0.003 -0.014 0.098
H -2.3080 -3.4161 -0.2875 -0.251 0.034 -0.043 0.032
O -1.8154 2.8528 0.2936 0.424 0.371 0.539 -0.340
O -1.6906 -2.6995 -0.4580 0.348 0.896 0.058 -0.274
C 3.7764 1.9760 -1.9919 -0.185 0.265 0.313 -0.536
O -3.5207 1.2216 0.0763 -0.292 -0.235 -0.061 -0.378
H 4.9015 -1.7530 -1.7134 0.054 -0.049 0.139 0.115
C -4.2413 1.2631 3.0689 -0.015 0.190 -0.195 -0.035
H 2.7491 -4.5073 -4.7835 -0.023 -0.047 -0.047 0.076
H -0.0282 -1.2080 1.9065 0.037 -0.003 -0.088 0.109
H 2.1691 -1.9794 1.0720 0.004 -0.116 0.026 0.112
C 0.7477 1.3655 0.0759 0.582 0.408 -0.417 -0.068
H 0.3217 2.3389 -0.1365 0.128 -0.037 -0.036 0.114
H 0.6962 -0.7560 -3.9666 -0.034 -0.040 0.026 0.081
H -2.9850 1.2556 6.4036 0.000 -0.023 0.029 0.084
C 0.0340 -0.1846 -3.3365 -0.022 0.090 -0.016 -0.045
H 3.1302 0.9858 -4.4500 -0.014 0.071 -0.035 0.121
C -0.0523 1.1898 -3.4913 -0.168 0.000 0.114 -0.054
H -4.5002 0.5476 2.2749 0.044 0.168 0.194 0.094
H -3.7085 2.1188 2.6340 -0.267 -0.192 0.163 0.093
N -1.4281 0.4653 5.2430 -0.153 0.179 -0.471 -0.146
H -4.5428 -1.0981 4.0410 -0.024 0.008 0.019 0.102
N 0.0321 0.5879 0.8991 1.448 -0.078 -0.411 -0.076
N 4.5033 0.8129 -2.1698 0.543 -0.189 0.044 0.117
S -2.7383 2.2190 -0.6747 -0.776 2.065 -3.218 0.506
H 0.2999 -0.1065 4.2464 0.086 0.010 0.122 0.082
C 2.5281 -3.5658 -5.2821 0.003 0.047 -0.052 -0.044
C -0.7179 -0.8348 -2.3736 -0.014 -0.270 0.071 -0.048
C 3.8321 -2.6303 -3.3518 0.022 0.040 -0.072 -0.030
H -3.3405 -1.0445 5.3326 0.021 0.045 0.006 0.094
```
Forces are in eV/Å.



Formula: C33H61Cl6N4O3
Source: the Open Molecules 2025 dataset
Level of theory: ωB97M-V/def2-TZVPD

Properties
Frontier orbital gap (alpha / beta) (eV): 8.501 / 7.904
HOMO (alpha / beta) (hartree): -0.3063 / -0.3063
Total charge: 0
⟨S²⟩: 3.77
Lowest unoccupied orbital energy (alpha / beta) (eV): 0.17 / -0.43
Energy (eV): -122436.667
Spin multiplicity: 4

The geometry in XYZ format:
```
107
Properties=species:S:1:pos:R:3:forces:R:3:lowdin_charge:R:1
H -9.8893 -4.1515 39.1536 -0.253 -0.425 -0.198 0.105
C -5.7899 -14.1937 35.7114 1.847 -0.133 0.069 -0.144
H -8.3563 -6.0289 39.1998 -0.395 -0.181 -0.368 0.102
N -11.4339 -7.1432 40.4725 -0.392 1.879 4.196 0.011
C -12.2669 -6.3957 37.6975 0.959 -1.119 0.248 -0.160
C -23.6048 -12.2631 33.9121 -1.337 0.286 0.032 -0.135
C -5.7786 -11.8898 36.3089 -0.045 1.462 0.532 -0.062
H -6.7504 -11.7177 35.8464 0.001 -0.395 -0.328 0.088
H -21.3368 -13.5847 33.9224 0.108 0.353 -0.115 0.080
H -8.9730 -7.6609 39.7772 0.274 -0.037 -0.595 0.096
H -5.1608 -13.3202 33.4301 0.510 -0.388 0.089 0.083
C -24.3263 -11.5631 31.6631 -0.667 -0.531 -0.410 -0.171
C -9.1946 -19.0332 31.2959 0.719 0.263 -0.233 -1.596
C -22.1725 -14.1556 34.3270 2.107 -0.119 -1.411 -0.061
C -12.9183 -7.2416 40.0741 0.001 -2.018 -1.636 -0.438
H -4.6468 -15.3142 34.1998 -0.883 0.526 -0.600 0.108
Cl -12.3179 -13.9053 37.3760 -0.009 -0.344 -0.202 0.495
H -16.8184 -18.2102 34.3439 0.343 -0.044 -0.529 0.106
C -24.1403 -12.9949 31.0993 0.273 -0.067 -0.423 -0.417
H -25.2188 -11.1249 31.2165 0.470 0.269 -1.030 0.125
C -1.7028 -14.5096 37.0272 -0.963 1.318 0.220 -0.032
H -24.1491 -12.1117 29.0779 0.210 0.529 0.422 0.082
H -8.7949 -6.3660 40.8424 0.192 0.199 0.213 0.086
C -14.6867 -20.6226 35.1265 0.438 0.109 0.131 -0.117
H -13.6227 -5.2771 39.6179 -0.312 0.242 0.343 0.062
C -2.7694 -14.2196 35.8790 2.222 -1.419 2.793 -0.497
H -24.1232 -15.4425 34.5019 -0.669 0.078 0.557 0.084
H -21.7633 -15.1572 34.1950 -0.736 -0.405 -0.102 0.080
C -4.9244 -12.5129 34.1232 -0.206 0.512 -1.754 -0.045
H -11.6444 -4.4362 39.6468 0.193 0.453 -0.494 0.076
Cl -12.5187 -12.9717 34.6540 -0.230 -0.053 0.012 0.497
C -4.9692 -15.3422 35.2406 0.158 -0.841 -1.349 -0.216
C -13.2878 -14.0002 35.8870 0.704 0.361 0.051 -1.542
C -13.0846 -7.4125 38.5109 0.239 0.479 0.973 -0.144
H -10.3850 -4.5628 40.7972 0.132 0.915 0.280 0.091
H -14.1662 -7.2975 38.4405 -0.047 0.169 -0.589 0.108
H -2.6826 -13.8193 33.9190 0.558 -0.041 -0.929 0.070
C -4.9582 -12.9040 35.5653 -0.647 0.404 0.803 -0.499
H -10.2428 -7.2850 37.9276 -0.916 -1.040 -0.391 0.114
C -10.4953 -6.2032 39.6602 -0.944 -0.707 -2.619 -0.538
H -10.2303 -5.7329 37.5569 -0.142 0.807 0.407 0.121
H -23.6959 -13.7303 29.1113 0.322 -0.266 0.058 0.071
H -1.0716 -13.6888 34.6622 -0.031 -0.122 -0.201 0.091
Cl -10.0957 -17.8966 32.2951 0.058 -0.209 0.178 0.523
H -25.9891 -13.3306 30.0267 0.193 0.026 -0.344 0.074
H -5.2954 -10.9141 36.2580 0.135 0.044 0.445 0.086
C -24.6767 -11.5129 33.0952 0.253 -0.517 1.772 -0.212
H -14.5448 -8.7646 40.1977 0.101 0.147 -0.327 0.074
H -4.0102 -12.0170 33.7970 -0.031 -0.022 0.168 0.090
H -1.7898 -15.3103 34.2402 0.150 0.152 0.340 0.094
H -24.7798 -10.4947 33.4705 0.425 0.267 -0.148 0.115
H -6.7088 -14.1847 35.1251 -0.071 0.631 0.236 0.135
H -8.1329 -18.7881 31.3264 -0.340 0.328 0.010 0.009
H -22.1106 -13.9336 35.3923 -1.051 0.102 -0.011 0.091
H -0.9324 -13.7386 37.0401 0.363 -0.320 -0.493 0.074
H -6.0181 -12.1863 37.3301 0.456 0.116 0.149 0.088
C -3.6302 -15.4518 35.9142 -2.046 -1.774 1.150 -0.186
H -13.2682 -15.0075 35.4710 -0.201 0.138 0.403 0.019
H -13.8872 -21.3059 34.8809 -0.143 -0.202 0.682 0.096
H -3.8778 -15.8551 36.8961 0.452 0.630 0.755 0.122
N -16.2727 -19.3150 36.0050 0.773 -0.836 -0.026 0.005
C -23.4137 -13.7710 33.5047 0.801 2.218 1.216 -0.490
Cl -14.9101 -13.4696 36.2648 -0.265 -0.117 -0.266 0.529
H -16.8507 -18.8796 36.7096 0.077 -0.114 -0.415 0.147
C -23.5342 -12.8007 29.6571 -0.413 -1.611 0.585 -0.044
H -12.6719 -5.3838 37.6925 -0.133 -0.106 -0.019 0.105
H -23.4049 -11.0034 31.5025 -0.140 0.167 -0.370 0.128
H -13.0304 -9.5438 40.6815 0.549 0.446 -0.466 0.080
H -5.9821 -14.3424 36.7739 -0.379 -0.043 0.039 0.126
H -14.8082 -6.2187 40.6086 0.121 0.003 -0.063 0.088
H -1.3441 -15.5361 36.9504 0.286 0.232 -0.267 0.084
C -10.5997 -4.7322 39.7420 -1.244 1.139 3.601 -0.051
Cl -9.7224 -18.8946 29.6252 -0.069 -0.061 -0.219 0.523
H -12.9003 -8.4541 38.2478 0.459 0.098 -0.221 0.114
H -5.7530 -11.8383 33.9077 0.090 0.342 0.175 0.086
H -13.7801 -8.3170 41.6787 -0.060 -0.428 0.300 0.067
C -13.5662 -8.5951 40.6467 0.048 2.064 1.245 -0.035
O -2.7712 -11.7199 36.1529 -3.277 -5.337 -0.043 -0.038
H -26.2191 -13.4535 31.6762 0.087 -0.900 0.454 0.070
N -23.1853 -13.7445 32.0456 1.872 -3.428 -3.039 -0.053
H -22.4635 -12.6013 29.6142 -0.181 0.333 0.222 0.084
C -13.7583 -5.9787 40.4410 1.651 -1.020 0.481 -0.022
O -22.4679 -14.8206 31.4493 -2.769 3.874 2.396 -0.050
H -12.0690 -6.7328 36.6799 -1.006 0.126 -0.327 0.110
C -15.1504 -19.7332 34.1555 0.143 -0.071 -1.523 -0.136
H -25.6958 -11.8660 33.2527 -0.020 -0.675 0.103 0.105
C -10.8219 -6.3983 38.1857 0.791 -1.479 -0.695 -0.193
H -15.3413 -20.7113 37.2704 0.201 -0.156 -0.138 0.103
H -23.8917 -12.2250 34.9629 0.049 -0.248 0.142 0.114
Cl -9.2486 -20.6905 31.8484 -0.372 -0.318 0.270 0.539
C -16.1411 -18.9788 34.6857 -1.103 1.314 0.508 -0.150
H -2.1184 -14.3934 38.0282 -0.538 -0.223 -0.015 0.077
H -5.6238 -16.2114 35.3045 0.539 -0.552 0.242 0.120
H -25.1361 -15.0359 33.1672 -0.042 0.084 -0.041 0.071
N -3.5428 -12.9777 36.1714 1.853 3.168 -1.191 0.007
C -15.3706 -20.3196 36.2644 -0.337 -0.303 1.398 -0.149
O -11.2906 -7.0901 41.9287 -0.263 -0.058 -5.713 -0.052
C -24.5821 -14.5935 33.9952 -0.384 -0.877 -1.006 -0.014
H -14.7439 -19.7496 33.1550 -0.378 0.327 -0.088 0.096
C -1.9740 -14.2966 34.5959 -0.960 1.766 -0.892 -0.027
H -3.1355 -16.3156 35.4702 0.443 0.306 -0.140 0.120
H -13.2652 -5.6383 41.3515 -0.543 0.555 0.122 0.082
C -25.5145 -13.7667 30.9058 0.792 1.704 -0.204 -0.026
H -22.6964 -11.6637 33.8525 0.329 -0.369 -0.283 0.118
H -25.3762 -14.8240 30.6801 -0.078 0.037 0.602 0.089
H -25.2953 -13.9919 34.5586 0.196 -0.315 0.376 0.089
C -9.0747 -6.5762 39.8101 0.942 -1.111 2.305 -0.058
```
Forces are in eV/Å.



Formula: C5H7NO
Source: the Open Molecules 2025 dataset
Level of theory: ωB97M-V/def2-TZVPD

Properties
Frontier orbital gap (eV): 11.955
HOMO (hartree): -0.4093
Relative energy (zero: lowest compared OMol25 entry of this formula, charge and spin) (kJ/mol): 162.93
Total charge: 0
SMILES: CC[C@@]1(C#N)CO1
Lowest unoccupied orbital energy (eV): 0.82
Energy (eV): -8834.514

The geometry in XYZ format:
```
14
Properties=species:S:1:pos:R:3:forces:R:3:lowdin_charge:R:1
H 0.4785 -0.8352 1.4370 0.023 0.108 -0.100 0.122
O -1.4702 0.9064 1.2185 -0.026 0.125 0.138 0.010
C -1.8554 -0.1479 0.3515 -0.150 -0.218 -0.134 -0.066
N -0.2974 2.2538 -1.7543 -0.121 -0.729 0.852 0.175
H -1.8664 -1.1413 0.7993 0.021 0.147 -0.067 0.124
H -2.6697 0.0820 -0.3334 0.130 -0.012 0.099 0.125
H 2.4147 -1.2484 -0.1084 -0.134 0.060 -0.055 0.076
H 0.8935 -1.5803 -0.9529 0.071 0.112 0.071 0.082
H 1.7714 -0.0717 -1.2616 -0.048 -0.105 0.108 0.075
C 1.4946 -0.7928 -0.4852 0.031 -0.017 -0.060 -0.089
C -0.4292 1.5033 -0.8841 0.113 0.642 -0.748 -0.124
C 0.7359 -0.1145 0.6531 -0.012 0.009 0.055 -0.173
C -0.5589 0.5285 0.2015 0.185 -0.047 -0.093 -0.464
H 1.3586 0.6579 1.1190 -0.084 -0.073 -0.066 0.127
```
Forces are in eV/Å.



| no. | strongest force on any atom (eV/A) |
| --- | --- |
| 1 | 3.99 |
| 2 | 6.26 |
| 3 | 1.13 |